Here is a cluster of 2 separate species, C55H67N4O3 in total at a distorted geometry from OMol25. Energies are from wB97M-V/def2-TZVPD.

The geometry in ORCA input format:
```
! wB97M-V def2-TZVPD RIJCOSX def2/J DEFGRID3
* xyz 1 1
C -0.9466 -1.3167 -0.9382
C -2.3860 -1.2478 -0.4440
C -3.2432 -1.3718 -1.7077
C -2.7151 -2.4686 0.4144
C -2.7034 0.0843 0.3362
C -3.5817 0.9816 -0.2838
C -4.2573 1.9535 0.4391
C -3.9643 2.1124 1.7828
C -2.8878 1.4599 2.3834
C -2.5660 1.9789 3.8314
C -1.0945 1.8777 4.1864
C -3.4395 1.2230 4.8492
C -2.8739 3.4820 3.9738
C -2.2418 0.4063 1.6543
N -1.1480 -0.3409 2.2520
C -1.3311 -1.1894 3.4375
C 0.0700 -1.4473 3.9269
N 0.9481 -1.0062 2.8235
C 2.3546 -1.4132 2.8751
C 2.6951 -2.7779 2.6028
C 1.7282 -3.9625 2.2680
C 2.4136 -4.9825 1.3400
C 0.4904 -3.5253 1.5059
C 1.3617 -4.7079 3.5672
C 4.0309 -3.1715 2.6976
C 5.0394 -2.2866 3.0102
C 4.7040 -1.0091 3.3953
C 3.3874 -0.5471 3.3656
C 3.2458 0.8498 4.0484
C 4.4522 1.7569 3.7439
C 3.2008 0.6452 5.5688
C 2.0232 1.5917 3.5738
C 0.1920 -0.2777 1.9053
C 0.5784 0.5304 0.8308
C 1.9178 0.6257 0.3253
C 2.7455 -0.5218 0.1336
C 4.0926 -0.3721 -0.1392
C 4.6187 0.9397 -0.2200
N 5.9733 1.1500 0.1789
O 6.3842 2.3314 0.2556
O 6.6797 0.1644 0.4839
C 3.7779 2.0714 -0.3067
C 2.4426 1.9108 -0.0069
H -0.2438 -1.4503 -0.1113
H -0.8139 -2.1701 -1.6211
H -0.6678 -0.4016 -1.4729
H -4.3153 -1.3353 -1.4813
H -2.9972 -0.5948 -2.4414
H -3.0395 -2.3326 -2.2029
H -3.7867 -2.4882 0.6528
H -2.4613 -3.3892 -0.1277
H -2.1621 -2.4659 1.3548
H -3.8119 0.8900 -1.3431
H -5.0191 2.5644 -0.0388
H -4.5702 2.8124 2.3576
H -0.4844 2.4246 3.4592
H -0.9114 2.3045 5.1854
H -0.7611 0.8456 4.2339
H -4.4461 1.6564 4.8847
H -3.5627 0.1638 4.5975
H -3.0083 1.2883 5.8575
H -3.9473 3.6978 3.9745
H -2.4763 3.8564 4.9273
H -2.3946 4.0556 3.1717
H -1.9622 -0.6922 4.1789
H -1.8509 -2.1212 3.1639
H 0.3243 -0.8666 4.8300
H 0.2431 -2.5063 4.1423
H 3.1766 -5.5736 1.8583
H 1.6724 -5.6935 0.9560
H 2.8743 -4.4816 0.4797
H -0.0874 -2.7886 2.0532
H 0.7594 -3.1049 0.5315
H -0.1858 -4.3819 1.3497
H 1.1769 -4.0389 4.4152
H 0.4659 -5.3241 3.4155
H 2.1799 -5.3736 3.8673
H 4.3079 -4.2066 2.5193
H 6.0824 -2.6009 2.9936
H 5.4991 -0.3615 3.7553
H 4.7251 1.7311 2.6814
H 4.2108 2.7964 3.9975
H 5.3323 1.4788 4.3350
H 2.3606 0.0108 5.8745
H 4.1268 0.1705 5.9153
H 3.1065 1.6127 6.0778
H 1.1476 0.9699 3.7092
H 1.8736 2.5127 4.1548
H 2.0940 1.8383 2.5078
H -0.1832 1.1881 0.4244
H 2.3242 -1.5174 0.2603
H 4.7717 -1.2247 -0.1835
H 4.2240 3.0477 -0.4911
H 1.7828 2.7807 0.0611
C 0.3249 -4.7063 -5.3756
O -1.0800 -4.3643 -5.5178
C -1.4114 -3.0585 -5.3365
C -0.4695 -2.0698 -4.9655
C -0.8782 -0.7559 -4.8131
C -2.2356 -0.3822 -4.9533
C -2.6435 0.9864 -4.7503
C -2.0107 2.0458 -5.3930
C -2.4103 3.4508 -5.3521
C -3.5055 4.1111 -4.8149
C -3.5967 5.5053 -4.9808
C -2.6163 6.2208 -5.6843
C -1.5290 5.5540 -6.2843
C -1.4628 4.1789 -6.1079
N -0.5349 3.2634 -6.6317
C 0.6006 3.6181 -7.4595
C -0.8437 2.0051 -6.2105
C -3.1656 -1.3965 -5.3183
C -2.7727 -2.6993 -5.5211
H 0.3839 -5.7673 -5.6141
H 0.9327 -4.1214 -6.0774
H 0.6570 -4.5246 -4.3454
H 0.5828 -2.3291 -4.8350
H -0.1378 0.0019 -4.5783
H -3.6090 1.2016 -4.2785
H -4.2834 3.5351 -4.3137
H -4.4378 6.0398 -4.5552
H -2.6824 7.3005 -5.7658
H -0.7497 6.0789 -6.8357
H 0.6277 4.7051 -7.5876
H 1.5268 3.2842 -6.9735
H 0.5426 3.1432 -8.4488
H -0.2968 1.1375 -6.5676
H -4.2085 -1.1176 -5.4792
H -3.4669 -3.4694 -5.8443
*
```

Output
Molar mass in g/mol: 832.17
Energy above the lowest of the compared OMol25 structures with the same formula, charge and spin in kcal/mol: 8.7
HOMO-LUMO gap in Ha: 0.13908
Electronic energy in eV: -70214.631

These are the Mulliken partial charges, in e, on atoms 1 to 99:
1. C -0.4544
2. C 3.0713
3. C -2.0029
4. C -1.7288
5. C 0.1787
6. C -0.1414
7. C -1.6053
8. C -0.6038
9. C 0.0718
10. C 2.0551
11. C -1.4754
12. C -1.7204
13. C -2.0254
14. C -1.2220
15. N 1.3530
16. C -0.8685
17. C 0.1139
18. N 1.3123
19. C -2.1831
20. C 0.5699
21. C 2.1557
22. C -2.1575
23. C -1.0880
24. C -1.8221
25. C -0.2875
26. C -1.6400
27. C -0.2143
28. C 0.7248
29. C 2.2734
30. C -1.8239
31. C -1.9226
32. C -1.1824
33. C 0.1681
34. C -0.1200
35. C 0.1810
36. C 0.0318
37. C -0.7648
38. C -0.6897
39. N 1.1266
40. O -0.6264
41. O -0.6143
42. C -0.7009
43. C -0.5949
44. H -0.9692
45. H 0.6769
46. H 0.1141
47. H 0.5127
48. H -0.0828
49. H 0.4493
50. H 0.4122
51. H 0.3597
52. H 0.2030
53. H 0.3095
54. H 0.4098
55. H 0.2896
56. H 0.4312
57. H 0.5799
58. H -0.0660
59. H 0.4259
60. H 0.3953
61. H 0.3700
62. H 0.5113
63. H 0.4388
64. H 0.4269
65. H 0.0705
66. H 0.6738
67. H 0.2889
68. H -0.0462
69. H 0.5632
70. H 0.4355
71. H 0.3867
72. H -0.1521
73. H 0.0139
74. H 0.9057
75. H 0.4264
76. H 0.3675
77. H 0.4381
78. H 0.2390
79. H 0.4399
80. H 0.2610
81. H 0.3196
82. H 0.3791
83. H 0.5080
84. H 0.2694
85. H 0.4124
86. H 0.4575
87. H -0.4575
88. H 0.8410
89. H 0.1358
90. H 0.3156
91. H 0.8436
92. H 0.4649
93. H 0.4645
94. H 0.4483
95. C -0.7890
96. O -0.4452
97. C 0.9146
98. C -0.4287
99. C -0.8909

---

Here is a cluster of 2 separate species, C10H14O3 in total at a distorted geometry from OMol25. Energies are from wB97M-V/def2-TZVPD.

The geometry in ORCA input format:
```
! wB97M-V def2-TZVPD RIJCOSX def2/J DEFGRID3
* xyz 0 1
C -1.3909 1.6298 0.1425
C -0.0160 1.2114 0.6443
C -1.9562 0.8105 -0.9508
C 3.8206 0.7195 -1.3821
C -1.1123 -0.4312 -1.2784
C 0.4820 0.0106 0.4346
C -0.3470 -1.0953 -0.1570
C 0.7943 2.2340 1.4279
C -1.4417 -1.7304 0.7976
C 0.6718 -2.1685 -0.6742
O -2.9465 1.0472 -1.6155
O 4.3371 -0.1969 -1.7756
O 1.6566 -0.4318 0.9969
H -2.0332 1.4249 0.9786
H -1.2548 2.6631 -0.2944
H -1.7889 -1.0585 -1.8391
H -0.4348 -0.0040 -2.0445
H 1.2942 1.8387 2.3504
H 0.3260 3.1469 1.6810
H 1.5151 2.7625 0.8112
H -0.9653 -1.5761 1.7506
H -1.7261 -2.8195 0.5009
H -2.3867 -1.2022 0.7116
H 0.0579 -2.9291 -1.2509
H 1.2749 -2.5890 0.0844
H 1.4816 -1.6557 -1.3290
H 2.0885 0.3894 1.2790
*
```

Output
Molar mass in g/mol: 182.22
Energy above the lowest of the compared OMol25 structures with the same formula, charge and spin in kcal/mol: 32.8
HOMO-LUMO gap in Ha: 0.34507
Electronic energy in eV: -16737.790

Formally, the Mulliken partial charges of the atoms, in units of the elementary charge, are as follows:
1. C -0.4490
2. C 0.9257
3. C 0.1443
4. C 0.1364
5. C -0.9965
6. C -0.3131
7. C 2.1529
8. C -2.0439
9. C -1.4964
10. C -1.6786
11. O -0.6177
12. O -0.1455
13. O -0.6036
14. H 0.2314
15. H 0.3868
16. H 0.2919
17. H 0.3445
18. H 0.4409
19. H 0.4325
20. H 0.4100
21. H 0.3730
22. H 0.3110
23. H 0.3745
24. H 0.4085
25. H 0.3912
26. H 0.2276
27. H 0.3611

---

Here is a structure of composition C27H29BBrF8NO4PPt from OMol25. Energies are from wB97M-V/def2-TZVPD.

The geometry in ORCA input format:
```
! wB97M-V def2-TZVPD RIJCOSX def2/J DEFGRID3
* xyz 3 1
Pt -0.0881 -0.1030 -0.0253
C -1.4320 1.5409 2.5488
O -1.4879 1.2447 1.1312
C -2.8267 1.0960 0.6360
C -2.7199 0.8775 -0.8336
O -1.9124 -0.3376 -1.0764
C -1.9978 -0.6728 -2.5038
H -1.7577 2.5678 2.6987
H -0.4012 1.4317 2.8661
H -2.0801 0.8574 3.1004
H -3.3892 2.0117 0.8282
H -3.3201 0.2589 1.1391
H -2.2281 1.7136 -1.3332
H -3.6998 0.7020 -1.2722
H -3.0546 -0.7090 -2.7540
H -1.5580 -1.6506 -2.6344
H -1.4816 0.0873 -3.0873
F 0.6118 -6.6167 2.2816
C 0.7423 -5.5469 1.5491
C 1.5852 -5.5475 0.4451
F 2.2561 -6.6254 0.1312
C 1.7162 -4.3973 -0.3238
F 2.5297 -4.4241 -1.3658
C 1.0108 -3.2312 -0.0278
P 1.3319 -1.7657 -1.0322
C 0.8185 -2.0713 -2.6914
C 1.0840 -1.1267 -3.6935
C 0.6809 -1.3810 -4.9909
C 0.0189 -2.5671 -5.2954
C -0.2555 -3.5021 -4.3006
C 0.1341 -3.2592 -2.9973
C 3.0792 -1.5079 -0.8471
C 3.9032 -1.3993 -1.9735
C 5.2778 -1.3959 -1.8139
C 5.8325 -1.5081 -0.5451
C 5.0136 -1.6375 0.5748
C 3.6402 -1.6345 0.4332
C 0.1922 -3.2730 1.0870
Br -0.7686 -1.7253 1.6304
C 0.0398 -4.3887 1.8751
F -0.7566 -4.3569 2.9278
H 1.5880 -0.1986 -3.4673
H 0.8873 -0.6572 -5.7680
H -0.2859 -2.7650 -6.3149
H -0.7725 -4.4199 -4.5456
H -0.0930 -3.9878 -2.2311
H 3.4895 -1.3503 -2.9676
H 5.9159 -1.3259 -2.6842
H 6.9085 -1.5241 -0.4290
H 5.4549 -1.7785 1.5530
H 3.0113 -1.7705 1.3054
F 1.7288 3.2976 -1.5994
B 1.6185 2.0777 -2.1466
F 0.2491 1.4062 -1.3008
F 1.1998 1.9554 -3.4068
F 2.5664 1.1807 -1.7334
O 1.0413 2.4763 1.2318
C 1.8389 1.5802 1.1534
O 1.5421 0.2813 1.0392
C 3.3350 1.8593 1.1929
N 3.5033 3.3541 1.0141
C 4.2500 3.8954 2.2205
C 5.0096 2.6845 2.7306
C 4.0187 1.5350 2.5315
H 3.8086 1.3593 0.3503
H 2.5686 3.7704 0.9162
H 4.0092 3.5540 0.1519
H 3.5012 4.2424 2.9296
H 4.8660 4.7337 1.9081
H 5.2997 2.8072 3.7715
H 5.9186 2.5251 2.1480
H 3.2872 1.5181 3.3413
H 4.5032 0.5625 2.4917
*
```

Output
Molar mass in g/mol: 900.28
Energy above the lowest of the compared OMol25 structures with the same formula, charge and spin in kcal/mol: 50.0
HOMO-LUMO gap in Ha: 0.24054
Electronic energy in eV: -143121.535

Formally, the Mulliken partial charges of the atoms, in units of the elementary charge, are as follows:
1. Pt 4.7894
2. C -0.9109
3. O -0.3738
4. C -0.5009
5. C -0.7029
6. O -0.7637
7. C -0.6116
8. H 0.2725
9. H 0.2974
10. H 0.4494
11. H 0.4515
12. H 0.4144
13. H 0.2408
14. H 0.5636
15. H 0.5140
16. H 0.1471
17. H 0.3256
18. F -0.2240
19. C 0.5218
20. C 0.2860
21. F -0.2257
22. C 0.6281
23. F -0.3375
24. C -0.6936
25. P -0.0227
26. C 0.6098
27. C -0.2409
28. C -0.8987
29. C -0.8018
30. C -0.6995
31. C -1.0378
32. C 1.5665
33. C -0.4145
34. C -0.8458
35. C -0.8034
36. C -0.7256
37. C -0.7655
38. C -0.0552
39. Br -0.0329
40. C 0.5319
41. F -0.2729
42. H 0.4428
43. H 0.5237
44. H 0.4729
45. H 0.4879
46. H 0.4440
47. H 0.4482
48. H 0.5187
49. H 0.5041
50. H 0.6300
51. H 0.3501
52. F -0.2352
53. B -0.3834
54. F -0.9912
55. F -0.2436
56. F -0.0026
57. O -0.6784
58. C 0.1950
59. O -0.6813
60. C 0.4204
61. N 0.0729
62. C -0.6303
63. C -0.7213
64. C -0.6162
65. H 0.2212
66. H 0.2934
67. H 0.4205
68. H 0.3044
69. H 0.4111
70. H 0.4392
71. H 0.3202
72. H 0.4176
73. H 0.1969